# 1
DFT (the ωB97M-V functional and the def2-TZVPD basis) results for an isolated molecule of C12H13N3O7S.

```
! RIJCOSX wB97M-V def2-TZVPD def2/J DEFGRID3
* xyz 0 1
O 2.462 -1.747 0.419
C 1.445 -1.473 1.078
N 0.567 -0.577 0.607
C 0.766 0.200 -0.602
O 0.116 -0.378 -1.752
C 0.406 0.204 -3.014
O -0.353 -0.497 -3.922
C 0.082 1.733 -2.857
O 0.478 2.479 -4.005
C 0.979 2.423 -1.746
O 0.651 3.770 -1.589
C 0.588 1.747 -0.425
O -0.815 1.965 -0.100
N 1.123 -2.166 2.223
S 1.877 -3.683 2.528
C 0.980 -3.764 4.047
N 0.931 -4.948 4.724
C 0.089 -4.918 5.759
C -0.801 -3.925 6.143
C -0.854 -2.834 5.366
C 0.046 -2.755 4.278
C 0.220 -1.731 3.181
O -0.533 -0.740 3.119
H -0.038 -0.074 1.289
H 1.893 0.190 -0.802
H 1.487 0.094 -3.192
H -0.879 -1.146 -3.399
H -1.031 1.908 -2.658
H -0.104 2.165 -4.697
H 2.085 2.408 -1.785
H 0.575 4.328 -2.389
H 1.277 2.027 0.382
H -1.049 2.800 -0.434
H 0.040 -5.798 6.333
H -1.556 -4.158 6.761
H -1.575 -2.082 5.535
*
```

- SMILES = O=C(N[C@H]1O[C@@H](O)[C@H](O)[C@@H](O)[C@H]1O)n1sc2ncccc2c1=O
- HOMO-LUMO gap (Ha) = 0.3256
- E_LUMO (eV) = -0.259

***

# 2
DFT (the ωB97M-V functional and the def2-TZVPD basis) results for a structure of composition C17H22BF10NO5PdSb.

```
! RIJCOSX wB97M-V def2-TZVPD def2/J DEFGRID3
* xyz -1 1
Pd -0.494 -0.461 1.288
O -2.282 -1.683 1.646
C -3.208 -1.702 0.849
C -3.122 -1.739 -0.591
C -4.295 -1.876 -1.318
C -4.280 -1.895 -2.699
C -3.071 -1.691 -3.390
C -1.906 -1.540 -2.702
C -1.856 -1.616 -1.272
O -0.731 -1.602 -0.677
N -5.492 -2.110 -3.428
O -6.511 -2.381 -2.805
O -5.461 -2.027 -4.650
H -4.240 -1.708 1.240
H -5.242 -1.982 -0.803
H -3.099 -1.650 -4.470
H -0.968 -1.380 -3.219
C 2.603 0.728 4.416
C 1.655 -0.124 3.554
O 1.009 0.607 2.607
C 2.516 -1.260 2.888
F 3.321 -0.722 1.938
F 1.794 -2.200 2.255
F 3.331 -1.922 3.732
C 0.655 -0.814 4.537
F -0.088 0.096 5.173
F -0.191 -1.663 3.931
F 1.282 -1.541 5.498
H 3.309 1.237 3.763
H 3.133 0.111 5.139
H 2.000 1.472 4.931
C 2.459 3.167 0.353
C 2.929 1.791 -0.101
Sb 1.261 0.421 -0.378
C 2.311 -1.113 -1.520
C 2.968 -0.677 -2.822
C 0.117 1.607 -1.798
C 0.807 2.035 -3.088
H 3.312 3.812 0.577
H 1.845 3.080 1.250
H 1.863 3.654 -0.420
H 3.580 1.341 0.647
H 3.471 1.841 -1.046
H 1.576 -1.896 -1.697
H 3.067 -1.499 -0.835
H 2.228 -0.393 -3.568
H 3.560 -1.500 -3.229
H 3.636 0.172 -2.669
H -0.176 2.476 -1.208
H -0.793 1.046 -2.001
H 1.838 2.350 -2.914
H 0.269 2.874 -3.534
H 0.812 1.226 -3.818
F -2.005 1.124 2.363
B -2.625 1.874 1.301
F -2.235 1.235 0.073
F -4.000 1.813 1.425
F -2.149 3.175 1.300
*
```

- HOMO-LUMO gap (alpha / beta) (Ha) = 0.2567 / 0.2649
- E_LUMO (alpha / beta) (eV) = 0.999 / 1.177

***

# 3
DFT (the ωB97M-V functional and the def2-TZVPD basis) results for a cluster of 3 separate species, C39H61N5O5PSi in total.

```
! RIJCOSX wB97M-V def2-TZVPD def2/J DEFGRID3
* xyz 1 1
C 7.292 -2.181 0.271
C 8.122 -1.070 -0.447
C 7.968 0.202 0.422
C 9.599 -1.543 -0.393
C 7.535 -0.971 -1.884
C 7.821 0.315 -2.694
C 7.573 -0.051 -4.194
C 9.285 0.820 -2.617
C 6.879 1.488 -2.386
C 7.165 2.743 -2.915
C 6.387 3.845 -2.669
C 5.268 3.749 -1.866
O 4.558 4.907 -1.624
C 3.153 4.778 -1.753
C 2.511 5.328 -0.465
O 1.089 5.364 -0.549
C 0.455 4.192 -0.089
C -0.105 3.454 -1.335
N -1.099 2.426 -0.991
C -0.751 1.154 -1.052
N -1.796 0.390 -0.745
C -2.785 1.235 -0.458
N -3.976 0.788 -0.066
C -5.112 1.597 0.325
C -4.851 2.219 1.730
O -4.229 1.627 2.580
C -4.147 -0.687 -0.020
C -3.494 -1.357 1.212
O -2.478 -2.275 0.761
Si -3.043 -3.826 0.437
C -3.742 -4.741 1.933
C -1.539 -4.823 -0.135
C -4.309 -3.940 -0.963
N -2.409 2.558 -0.614
P -3.327 4.111 -0.426
N -4.285 4.199 -1.866
O -2.319 5.382 -0.569
C 4.976 2.517 -1.339
C 5.753 1.409 -1.598
H 7.323 -3.068 -0.375
H 7.671 -2.386 1.275
H 6.241 -1.862 0.312
H 8.600 0.062 1.310
H 6.927 0.280 0.751
H 8.299 1.125 -0.058
H 10.242 -0.661 -0.488
H 9.837 -2.286 -1.161
H 9.783 -1.968 0.599
H 7.960 -1.814 -2.450
H 6.454 -1.163 -1.855
H 6.597 -0.529 -4.325
H 8.328 -0.806 -4.460
H 7.729 0.811 -4.848
H 10.026 0.023 -2.529
H 9.505 1.337 -3.560
H 9.446 1.567 -1.833
H 8.034 2.913 -3.544
H 6.685 4.795 -3.103
H 2.812 3.770 -2.014
H 2.812 5.437 -2.568
H 2.850 6.365 -0.377
H 2.883 4.768 0.403
H 1.131 3.525 0.464
H -0.343 4.478 0.607
H 0.754 2.941 -1.775
H -0.448 4.159 -2.097
H 0.240 0.814 -1.315
H -5.369 2.384 -0.397
H -6.027 1.010 0.446
H -5.286 3.218 1.955
H -3.836 -1.142 -0.960
H -5.223 -0.888 0.040
H -3.039 -0.631 1.893
H -4.202 -1.953 1.807
H -2.973 -4.809 2.709
H -4.707 -4.368 2.294
H -3.933 -5.774 1.602
H -1.947 -5.642 -0.743
H -0.969 -5.225 0.705
H -0.929 -4.226 -0.823
H -4.315 -4.933 -1.429
H -4.146 -3.229 -1.786
H -5.344 -3.764 -0.630
H -4.484 3.243 -2.164
H -3.755 4.597 -2.646
H -2.635 5.928 -1.310
H 4.095 2.430 -0.700
H 5.452 0.464 -1.157
C -6.514 -8.532 0.176
C -6.621 -7.368 0.924
C -7.323 -6.280 0.424
C -7.926 -6.358 -0.824
C -7.822 -7.524 -1.572
C -7.113 -8.609 -1.074
H -5.964 -9.379 0.566
H -6.157 -7.309 1.901
H -7.400 -5.370 1.008
H -8.478 -5.512 -1.214
H -8.294 -7.586 -2.544
H -7.029 -9.515 -1.660
C -6.901 1.866 5.933
C -7.197 2.933 6.771
C -6.274 3.955 6.946
C -5.059 3.915 6.275
C -4.764 2.851 5.433
C -5.684 1.824 5.266
H -7.620 1.067 5.801
H -8.146 2.967 7.290
H -6.502 4.783 7.604
H -4.342 4.715 6.408
H -3.817 2.822 4.909
H -5.454 0.991 4.615
*
```

- HOMO-LUMO gap (Ha) = 0.2766
- E_LUMO (eV) = -2.819

***

# 4
DFT (the ωB97M-V functional and the def2-TZVPD basis) results for an isolated molecule of C3H6S.

```
! RIJCOSX wB97M-V def2-TZVPD def2/J DEFGRID3
* xyz 0 1
C 0.913 -0.557 -0.341
C -0.331 -0.384 0.538
C -1.055 0.767 -0.125
S -1.853 -0.612 -0.242
H 1.004 0.375 -1.275
H 1.913 -0.031 0.241
H 1.134 -1.620 -0.445
H -0.276 -0.834 1.565
H -0.271 1.400 -0.782
H -1.177 1.497 0.865
*
```

- SMILES = C[C@H]1CS1
- HOMO-LUMO gap (Ha) = 0.3595
- E_LUMO (eV) = 0.982

***

# 5
DFT (the ωB97M-V functional and the def2-TZVPD basis) results for a cluster of 2 separate species, H6NS in total.

```
! RIJCOSX wB97M-V def2-TZVPD def2/J DEFGRID3
* xyz 1 1
N -1.211 -0.222 0.342
H -1.605 -1.036 -0.124
H -0.998 -0.464 1.309
H -0.327 0.065 -0.154
H -1.890 0.531 0.326
S 1.744 0.107 -1.055
H 2.324 -0.368 0.063
H 1.964 1.387 -0.707
*
```

- HOMO-LUMO gap (Ha) = 0.3878
- E_LUMO (eV) = -4.100

***

# 6
DFT (the ωB97M-V functional and the def2-TZVPD basis) results for a cluster of 6 separate species, C18H32Cl10FN2O2 in total.

```
! RIJCOSX wB97M-V def2-TZVPD def2/J DEFGRID3
* xyz 1 1
C -1.834 -0.938 0.774
C -1.202 -2.317 0.585
O 0.092 -2.368 1.165
C -2.140 -3.467 0.980
C -2.167 -3.830 2.421
C -1.317 -3.640 3.444
N -1.869 -4.245 4.541
C -1.119 -4.223 5.808
C 0.247 -4.839 5.565
O 1.296 -4.325 5.806
F 0.160 -6.054 5.015
C -3.022 -4.791 4.240
N -3.199 -4.537 2.957
H -1.306 -0.268 0.101
H -1.732 -0.549 1.787
H -2.860 -0.999 0.431
H -1.054 -2.415 -0.489
H 0.109 -1.707 1.860
H -1.878 -4.366 0.426
H -3.152 -3.164 0.719
H -0.380 -3.128 3.405
H -1.648 -4.743 6.599
H -0.972 -3.187 6.084
H -3.652 -5.326 4.921
H -4.020 -4.884 2.475
Cl 2.650 -0.989 -2.945
C 3.571 -1.367 -1.467
C 2.675 -1.434 -0.260
Cl 2.000 0.168 0.160
H 4.340 -0.612 -1.353
H 4.054 -2.330 -1.623
H 3.242 -1.780 0.604
H 1.843 -2.111 -0.415
Cl 5.329 1.677 -0.771
C 4.145 2.905 -1.297
C 4.386 4.246 -0.660
Cl 4.045 4.234 1.094
H 3.151 2.527 -1.072
H 4.241 2.992 -2.378
H 3.720 4.980 -1.110
H 5.413 4.576 -0.798
Cl 4.012 9.653 -4.093
C 3.372 9.235 -2.484
C 3.819 7.869 -2.033
Cl 3.084 6.566 -3.007
H 2.288 9.306 -2.524
H 3.741 9.988 -1.789
H 3.513 7.705 -1.000
H 4.899 7.763 -2.093
Cl -5.182 -1.144 -0.341
C -6.766 -1.923 -0.096
C -6.736 -2.907 1.048
Cl -5.728 -4.343 0.695
H -7.056 -2.395 -1.031
H -7.482 -1.135 0.127
H -7.742 -3.269 1.249
H -6.347 -2.446 1.953
Cl 2.382 2.979 -4.592
C 1.185 2.086 -5.560
C -0.229 2.415 -5.158
Cl -0.624 1.799 -3.530
H 1.392 1.024 -5.454
H 1.346 2.365 -6.600
H -0.926 1.947 -5.852
H -0.405 3.488 -5.162
*
```

- HOMO-LUMO gap (Ha) = 0.3261
- E_LUMO (eV) = -2.891

***

# 7
DFT (the ωB97M-V functional and the def2-TZVPD basis) results for a cluster of 2 separate species, C4H9O3 in total.

```
! RIJCOSX wB97M-V def2-TZVPD def2/J DEFGRID3
* xyz -1 1
O -0.394 -0.329 2.525
C 0.220 0.463 1.771
O 0.092 1.745 1.910
C 0.940 0.222 0.414
C -0.061 0.764 -0.670
C 0.439 0.613 -2.207
H 1.193 -0.868 0.315
H 1.940 0.610 0.100
H -0.242 1.774 -0.460
H -1.019 0.193 -0.699
H 0.303 -0.181 -2.919
H -0.012 1.496 -2.720
H 1.521 0.551 -2.018
H -2.011 -2.096 0.866
H -1.277 -2.210 2.303
O -1.630 -2.746 1.489
*
```

- HOMO-LUMO gap (Ha) = 0.2845
- E_LUMO (eV) = 3.827

***

# 8
DFT (the ωB97M-V functional and the def2-TZVPD basis) results for an isolated molecule of C6H15NSi.

```
! RIJCOSX wB97M-V def2-TZVPD def2/J DEFGRID3
* xyz 0 1
C -2.072 0.158 0.043
C -1.944 -0.794 -1.175
C -0.999 0.088 1.116
C -0.860 -0.396 -2.112
C -0.060 1.357 1.019
C 2.414 -0.920 1.091
N 2.543 0.192 0.100
Si 1.221 1.156 -0.403
H -1.959 1.171 -0.331
H -3.080 0.039 0.395
H -1.724 -1.717 -0.675
H -2.758 -0.997 -1.807
H -1.440 0.037 2.020
H -0.359 -0.897 0.964
H -0.332 -1.168 -2.611
H -1.142 0.372 -2.708
H -0.605 2.279 0.963
H 0.545 1.352 2.022
H 3.426 -1.192 1.102
H 2.002 -0.614 1.912
H 1.861 -1.620 0.533
H 3.214 -0.121 -0.619
H 2.108 2.234 -0.840
*
```

- HOMO-LUMO gap (alpha / beta) (Ha) = 0.2857 / 0.2678
- E_LUMO (alpha / beta) (eV) = 0.500 / 0.655

***

# 9
DFT (the ωB97M-V functional and the def2-TZVPD basis) results for the ion C5H10N with charge +1.

```
! RIJCOSX wB97M-V def2-TZVPD def2/J DEFGRID3
* xyz 1 1
C -2.492 -0.085 -0.126
C -1.123 0.005 0.504
C 0.031 -0.577 -0.281
C 1.191 -0.109 0.534
N 2.502 -0.008 -0.138
C -0.114 0.896 -0.116
H -2.524 0.453 -1.070
H -3.244 0.329 0.538
H -2.742 -1.126 -0.313
H -1.124 -0.118 1.582
H -0.012 -1.263 -1.104
H 1.230 -0.219 1.603
H 3.099 0.704 0.304
H 2.353 0.246 -1.125
H 2.987 -0.917 -0.107
H -0.017 1.790 -0.683
*
```

- SMILES = C[C@H]1[C@@H]2[C@@H]([NH3+])[C@H]12
- HOMO-LUMO gap (Ha) = 0.3749
- E_LUMO (eV) = -3.786

***

# 10
DFT (the ωB97M-V functional and the def2-TZVPD basis) results for a structure of composition C19H16N3O5Se2Sn.

```
! RIJCOSX wB97M-V def2-TZVPD def2/J DEFGRID3
* xyz -1 1
Sn 0.701 0.490 -1.403
O 2.883 3.666 -0.188
C 2.192 2.766 -0.624
O 2.328 2.175 -1.769
C -0.098 3.026 0.546
C 0.093 1.196 2.108
C -0.847 1.668 3.233
C -2.228 1.607 2.574
C -1.873 1.331 1.096
O -0.744 0.482 1.208
C -1.546 2.629 0.337
C -1.880 2.477 -1.172
O -2.772 3.171 -1.634
O -1.244 1.599 -1.845
H 0.081 4.099 0.528
H 0.869 0.501 2.447
H -0.771 1.012 4.097
H -0.569 2.677 3.524
H -2.803 0.769 2.973
H -2.806 2.521 2.700
H -2.651 0.771 0.571
H -2.206 3.420 0.711
Se 0.843 -3.922 -1.728
Se 0.316 -3.224 0.403
C 1.879 -2.239 0.945
C 2.575 -2.699 2.057
C 3.636 -1.945 2.517
C 3.970 -0.780 1.836
C 3.237 -0.433 0.714
N 2.205 -1.145 0.284
C -0.623 -3.166 -2.730
C -1.417 -3.995 -3.514
C -2.427 -3.400 -4.248
C -2.600 -2.023 -4.164
C -1.777 -1.298 -3.315
N -0.810 -1.870 -2.614
H 2.276 -3.622 2.537
H 4.194 -2.259 3.388
H 4.781 -0.154 2.173
H 3.461 0.456 0.143
H -1.246 -5.062 -3.526
H -3.072 -4.004 -4.872
H -3.375 -1.528 -4.731
H -1.879 -0.228 -3.175
N 0.731 2.337 1.509
C 1.012 2.150 0.094
*
```

- HOMO-LUMO gap (Ha) = 0.2200
- E_LUMO (eV) = 1.867

***

# 11
DFT (the ωB97M-V functional and the def2-TZVPD basis) results for a structure of composition C3H11AgBN2.

```
! RIJCOSX wB97M-V def2-TZVPD def2/J DEFGRID3
* xyz 2 2
C -1.887 0.956 -1.264
C -1.933 -0.373 -0.250
C -0.717 -0.258 0.892
N 0.489 -0.951 0.299
B 1.795 -0.530 0.950
N 3.100 -0.857 0.186
H -2.465 0.611 -2.241
H -0.757 1.190 -1.463
H -2.466 1.859 -0.751
H -2.997 -0.485 0.244
H -1.714 -1.375 -0.861
H -1.104 -0.831 1.864
H -0.536 0.867 1.164
H 0.506 -0.743 -0.724
H 1.923 -0.021 2.002
H 3.668 0.009 0.034
H 2.774 -1.254 -0.722
Ag 2.320 2.188 0.639
*
```

- ⟨S²⟩ = 0.770
- HOMO-LUMO gap (alpha / beta) (Ha) = 0.2907 / 0.2192
- E_LUMO (alpha / beta) (eV) = -10.993 / -12.893

***

# 12
DFT (the ωB97M-V functional and the def2-TZVPD basis) results for a cluster of 2 separate species, C4H4N2S in total.

```
! RIJCOSX wB97M-V def2-TZVPD def2/J DEFGRID3
* xyz 0 3
C 0.504 0.344 -1.915
C -1.412 -1.474 0.965
C 0.249 0.786 0.583
C 0.767 0.051 -0.582
N 0.278 0.663 -2.989
N -1.373 -1.096 2.091
S -1.018 -1.949 -0.543
H 0.934 1.485 1.017
H -0.599 1.530 0.401
H -0.097 0.163 1.366
H 1.767 -0.502 -0.396
*
```

- ⟨S²⟩ = 2.034
- HOMO-LUMO gap (alpha / beta) (Ha) = 0.3226 / 0.2372
- E_LUMO (alpha / beta) (eV) = 0.447 / -4.025

***

# 13
DFT (the ωB97M-V functional and the def2-TZVPD basis) results for an isolated molecule of C5H9BFIN2O2.

```
! RIJCOSX wB97M-V def2-TZVPD def2/J DEFGRID3
* xyz 0 1
C -2.449 0.037 -1.440
C -1.624 1.056 -0.512
I -2.039 0.718 1.636
C -0.054 1.155 -0.835
B 0.809 -0.176 -0.473
N 0.570 -1.556 -0.975
C 2.119 0.005 0.523
O 3.274 -0.073 0.005
N 2.028 0.223 1.995
C 1.558 -0.952 2.720
O 1.362 -0.881 3.965
F 1.337 -2.230 2.130
H -2.016 -0.027 -2.512
H -2.323 -1.019 -0.979
H -3.541 0.361 -1.501
H -2.062 2.109 -0.718
H 0.122 1.541 -1.915
H 0.361 2.003 -0.157
H -0.282 -1.636 -1.549
H 1.349 -1.733 -1.650
H 1.503 1.076 2.242
*
```

- SMILES = C[C@@H](I)CB(N)C(=O)NC(=O)F
- HOMO-LUMO gap (Ha) = 0.3614
- E_LUMO (eV) = -0.136

***

# 14
DFT (the ωB97M-V functional and the def2-TZVPD basis) results for a structure of composition C5H7PS.

```
! RIJCOSX wB97M-V def2-TZVPD def2/J DEFGRID3
* xyz 0 3
C 0.036 -0.858 -0.052
C -1.314 -0.730 -0.498
C 0.712 0.516 0.181
C 0.429 1.184 1.265
C 1.473 0.626 -0.975
P -2.918 -1.071 -0.051
S 1.119 -1.135 -1.422
H 0.104 -1.527 0.889
H -1.354 -0.063 -1.441
H 0.652 2.102 1.648
H -0.038 0.646 2.064
H 2.552 0.823 -0.855
H 1.186 1.215 -1.911
H -2.639 -1.729 1.159
*
```

- ⟨S²⟩ = 2.008
- HOMO-LUMO gap (alpha / beta) (Ha) = 0.2655 / 0.2343
- E_LUMO (alpha / beta) (eV) = 0.816 / -2.462

***

# 15
DFT (the ωB97M-V functional and the def2-TZVPD basis) results for an isolated molecule of C2H3IOS.

```
! RIJCOSX wB97M-V def2-TZVPD def2/J DEFGRID3
* xyz 0 1
O -0.899 1.151 0.509
C -0.673 -0.030 -0.171
C 0.691 -0.651 0.160
S 0.864 -2.451 0.025
I 2.333 0.706 -0.076
H -0.046 1.682 0.532
H -1.642 -0.645 0.215
H -0.628 0.238 -1.195
*
```

- SMILES = OCC(=S)I
- HOMO-LUMO gap (alpha / beta) (Ha) = 0.2805 / 0.2805
- E_LUMO (alpha / beta) (eV) = -1.581 / -1.580

***

Listing max |F| for the structures above in their given order: 4.26; 3.40; 2.95; 11.42; 0.30; 2.25; 4.55; 6.93; 4.09; 1.76; 5.47; 3.07; 5.73; 6.40; 5.61 eV/Å.